Entry 1:
Density functional theory data (wB97M-V/def2-TZVPD) for an isolated molecule of C21H32N4O5S at a distorted geometry.

Properties
frontier orbital gap	9.52	eV
total charge	0
M	452.58	g/mol

XYZ file:
```
63
C21H32N4O5S (wB97M-V/def2-TZVPD)
C 0.15 3.37 -7.36
C 1.30 4.19 -6.79
O 1.60 3.82 -5.45
C 2.39 2.73 -5.30
O 2.84 2.09 -6.23
N 2.66 2.47 -4.00
C 1.97 3.09 -2.89
C 0.95 2.09 -2.31
N 1.59 0.84 -1.96
S 2.39 0.84 -0.49
O 1.57 1.58 0.42
O 3.76 1.24 -0.62
N 2.36 -0.80 -0.22
C 3.46 -1.33 0.58
C 3.24 -1.08 2.07
C 1.89 -1.66 2.50
C 0.76 -1.05 1.66
C -0.55 -1.73 2.01
O -0.74 -2.92 1.83
N -1.49 -0.91 2.52
C -2.78 -1.38 2.98
C -2.84 -1.46 4.51
C -4.17 -2.01 4.94
C -4.40 -3.38 4.93
C -5.63 -3.89 5.29
C -6.65 -3.04 5.67
C -6.44 -1.67 5.69
C -5.20 -1.16 5.32
C 1.06 -1.29 0.17
C 2.35 0.25 -3.04
C 3.35 1.25 -3.64
H -0.09 3.72 -8.36
H 0.44 2.32 -7.42
H -0.73 3.46 -6.73
H 1.04 5.25 -6.74
H 2.20 4.06 -7.41
H 1.48 4.00 -3.23
H 2.71 3.32 -2.12
H 0.50 2.49 -1.40
H 0.17 1.88 -3.05
H 4.36 -0.84 0.23
H 3.52 -2.40 0.37
H 4.05 -1.53 2.64
H 3.24 0.00 2.24
H 1.72 -1.46 3.56
H 1.89 -2.74 2.36
H 0.71 0.02 1.84
H -1.26 0.06 2.68
H -3.56 -0.72 2.60
H -2.92 -2.37 2.55
H -2.04 -2.11 4.85
H -2.69 -0.47 4.93
H -3.60 -4.05 4.63
H -5.79 -4.96 5.28
H -7.61 -3.44 5.96
H -7.23 -1.00 5.98
H -5.04 -0.09 5.33
H 0.33 -0.77 -0.45
H 1.01 -2.36 -0.04
H 2.87 -0.61 -2.62
H 1.64 -0.08 -3.80
H 3.80 0.84 -4.55
H 4.12 1.48 -2.91
```



Entry 2:
Density functional theory data (wB97M-V/def2-TZVPD) for a structure of composition C21H32NTc at a distorted geometry.

Properties
frontier orbital gap (spin up / spin down)	6.48 / 5.59	eV
multiplicity	4
total charge	+1
M	396.49	g/mol

XYZ file:
```
55
C21H32NTc (wB97M-V/def2-TZVPD)
C 1.31 -1.82 1.56
C 1.88 -1.24 0.38
C 0.96 -1.44 -0.71
C -0.17 -2.16 -0.19
C 0.03 -2.37 1.21
Tc 0.03 -0.24 0.83
C -3.34 1.18 -0.24
C -2.58 0.88 0.89
H -2.28 1.67 1.61
C -2.05 -0.47 1.19
H -2.55 -1.21 0.55
H -2.23 -0.81 2.21
C -3.43 2.72 -0.42
H -2.72 3.23 0.32
H -3.09 3.02 -1.46
H -4.45 3.17 -0.28
C -2.81 0.53 -1.57
H -1.78 0.11 -1.43
H -3.41 -0.32 -1.97
H -2.70 1.29 -2.38
C 3.21 -0.59 0.32
H 3.40 -0.03 1.24
H 4.02 -1.32 0.18
H 3.24 0.13 -0.50
C 1.16 -0.98 -2.11
H 1.61 0.02 -2.10
H 1.81 -1.66 -2.66
H 0.20 -0.91 -2.63
C -1.26 -2.79 -1.01
H -1.42 -2.25 -1.94
H -0.99 -3.83 -1.26
H -2.20 -2.83 -0.45
C -0.80 -3.22 2.11
H -1.86 -3.14 1.86
H -0.52 -4.29 2.03
H -0.66 -2.93 3.16
C 2.05 -2.08 2.84
H 1.35 -2.27 3.66
H 2.69 -2.97 2.75
H 2.70 -1.23 3.09
C 1.46 2.07 -0.19
C 0.46 2.93 -1.07
C 2.62 2.55 -0.85
C 0.38 2.78 -2.44
H -0.51 3.47 -0.85
C 2.74 2.91 -2.21
H 3.55 2.66 -0.38
C 1.61 2.87 -3.14
H -0.47 2.75 -3.07
H 3.67 3.30 -2.62
H 1.66 3.00 -4.21
N 0.11 0.45 2.79
H 1.05 0.38 3.22
H -0.50 -0.11 3.43
H -0.19 1.43 2.93
```



Entry 3:
Density functional theory data (wB97M-V/def2-TZVPD) for a structure of composition C21H33BCl5F4NiO2Sb.

Properties
frontier orbital gap (spin up / spin down)	4.71 / 4.85	eV
multiplicity	3
total charge	-2
M	762.02	g/mol

XYZ file:
```
68
C21H33BCl5F4NiO2Sb (wB97M-V/def2-TZVPD)
Ni -0.72 0.14 -0.30
Cl -7.87 0.45 0.23
C -6.23 -0.12 0.12
C -5.16 0.78 0.13
Cl -5.46 2.47 0.31
C -3.86 0.33 0.00
Cl -2.52 1.42 0.03
C -3.53 -1.05 -0.17
O -2.35 -1.45 -0.35
C -4.65 -1.94 -0.11
Cl -4.29 -3.63 -0.21
C -5.95 -1.48 0.01
Cl -7.26 -2.62 0.03
F 0.45 2.10 -0.49
B 0.35 3.53 -0.51
F 1.47 4.05 -1.19
F 0.33 3.99 0.82
F -0.84 3.90 -1.17
C -0.01 -2.70 1.55
O 0.48 -1.46 1.12
C 0.74 -1.21 -0.34
C 0.56 -2.48 -1.18
H -0.93 -2.99 1.02
H -0.24 -2.59 2.61
H 0.73 -3.51 1.45
H 1.10 -3.36 -0.83
H 0.86 -2.28 -2.20
H -0.51 -2.74 -1.21
C 5.53 -1.71 0.42
C 4.06 -2.10 0.48
C 3.85 -3.40 -0.29
C 3.68 -2.30 1.95
Sb 2.76 -0.38 -0.15
C 3.39 0.06 -2.24
C 3.11 1.56 -2.39
C 2.56 -0.70 -3.28
C 4.87 -0.20 -2.48
C 3.82 1.92 2.12
C 2.68 1.62 3.04
C 5.18 1.64 2.66
C 3.68 3.16 1.30
H 6.14 -2.42 1.02
H 5.70 -0.71 0.83
H 5.92 -1.73 -0.60
H 4.59 -4.16 0.04
H 3.97 -3.27 -1.37
H 2.86 -3.82 -0.10
H 4.18 -3.19 2.36
H 2.60 -2.42 2.08
H 3.98 -1.43 2.55
H 2.07 1.81 -2.17
H 3.33 1.88 -3.42
H 3.72 2.15 -1.71
H 1.50 -0.52 -3.13
H 2.75 -1.77 -3.23
H 2.83 -0.35 -4.29
H 5.49 0.28 -1.73
H 5.16 0.20 -3.47
H 5.09 -1.27 -2.49
H 2.75 0.61 3.46
H 1.72 1.69 2.51
H 2.65 2.34 3.87
H 5.23 0.66 3.15
H 5.47 2.40 3.41
H 5.94 1.66 1.87
H 2.73 3.20 0.78
H 4.48 3.24 0.56
H 3.74 4.05 1.95
```



Entry 4:
Density functional theory data (wB97M-V/def2-TZVPD) for a cluster of 9 separate species, C21H33Cl16F9NO3S in total at a distorted geometry.

Properties
frontier orbital gap (spin up / spin down)	9.18 / 9.70	eV
multiplicity	2
total charge	0
M	1117.80	g/mol

XYZ file:
```
84
C21H33Cl16F9NO3S (wB97M-V/def2-TZVPD)
C -0.66 -1.82 1.41
C 0.63 -0.84 1.32
C 1.54 -1.25 2.60
C 0.07 0.65 1.43
C -0.24 1.21 -0.06
S -0.95 2.92 -0.07
O -0.14 3.86 -0.91
O -0.86 3.42 1.36
C -2.76 3.00 -0.55
F -2.81 3.74 -1.76
F -3.41 3.75 0.43
C -3.44 1.59 -0.87
F -2.79 1.11 -2.03
F -3.30 0.73 0.23
C -4.99 1.64 -1.23
F -5.13 2.23 -2.51
F -5.77 2.38 -0.35
C -5.68 0.19 -1.35
F -6.37 -0.01 -0.13
F -6.64 0.22 -2.35
F -4.80 -0.84 -1.60
C 1.22 1.31 -0.78
C 2.07 -0.02 -0.53
C 2.59 -0.51 -1.99
C 3.43 0.25 0.30
N 1.31 -1.16 0.03
O 0.52 -1.73 -0.84
H -0.37 -2.91 1.27
H -1.05 -1.74 2.48
H -1.49 -1.48 0.72
H 1.13 -2.22 3.03
H 2.62 -1.45 2.31
H 1.55 -0.45 3.40
H -0.89 0.68 2.03
H 0.80 1.36 1.95
H -0.86 0.42 -0.57
H 1.16 1.64 -1.86
H 1.76 2.15 -0.22
H 3.37 0.27 -2.32
H 1.75 -0.49 -2.76
H 3.11 -1.51 -1.91
H 3.24 0.59 1.37
H 3.93 -0.79 0.38
H 4.17 0.90 -0.27
C -0.02 -0.30 -5.37
Cl 1.68 -0.79 -5.33
Cl -0.43 0.71 -3.98
H -0.20 0.26 -6.28
H -0.64 -1.20 -5.36
C -1.98 -5.26 3.48
Cl -0.57 -4.21 3.31
Cl -2.73 -5.56 1.91
H -1.66 -6.21 3.91
H -2.70 -4.78 4.13
C 0.21 -4.19 -5.73
Cl -0.51 -4.57 -4.17
Cl -0.76 -3.00 -6.61
H 1.21 -3.78 -5.57
H 0.28 -5.10 -6.33
C 5.19 1.90 -4.84
Cl 5.39 0.21 -5.28
Cl 4.58 2.07 -3.19
H 6.16 2.40 -4.91
H 4.49 2.37 -5.52
C 4.79 5.48 -1.10
Cl 3.99 4.01 -0.53
Cl 6.36 5.69 -0.31
H 4.95 5.40 -2.17
H 4.16 6.33 -0.88
C 6.82 8.06 2.80
Cl 7.63 9.26 1.78
Cl 7.71 7.80 4.31
H 5.82 8.41 3.03
H 6.76 7.12 2.26
C -6.29 -4.67 2.84
Cl -5.43 -3.50 1.83
Cl -5.45 -4.96 4.37
H -7.28 -4.28 3.05
H -6.37 -5.61 2.29
C -4.50 -5.30 8.00
Cl -3.38 -4.96 9.32
Cl -3.64 -5.67 6.50
H -5.12 -6.16 8.27
H -5.13 -4.43 7.83
```



Question: Look up the total charge of the first one.
Answer: 0